1.
ORCA calculation (ωB97M-V/def2-TZVPD) on C2H4ClNS in the gas phase in a non-equilibrium geometry.

The calculation puts the energy above the lowest of the compared OMol25 structures with the same formula, charge and spin at 231.0 kJ/mol. The calculation puts the lowest unoccupied orbital energy at -0.0459 Eh. The SMILES is CN(Cl)C=S. The calculation puts the HOMO energy at -8.80 eV. As for the frontier orbital gap: 7.55 eV.

Structure (ORCA input):
```
! wB97M-V def2-TZVPD RIJCOSX def2/J DEFGRID3
* xyz 0 1
Cl -2.136 -1.400 -0.028
S 2.184 -1.393 0.162
N -0.329 -0.689 -0.220
C -0.160 0.669 -0.038
C 0.562 -1.691 -0.053
H -0.883 1.348 -0.612
H 0.852 0.931 -0.441
H 0.268 -2.728 0.109
H -0.069 0.769 1.132
*
```

Mulliken population analysis, charges in e, atoms 1 to 2: Cl -0.088; S -0.324

---

2.
ORCA calculation (ωB97M-V/def2-TZVPD) on C4H7NO in the gas phase in a non-equilibrium geometry.

The calculation puts the energy above the lowest of the compared OMol25 structures with the same formula, charge and spin at 328.8 kJ/mol. The calculation puts the lowest unoccupied orbital energy at 0.0328 Eh. The calculation puts the HOMO energy at -8.15 eV. As for the frontier orbital gap: 9.04 eV.

Structure (ORCA input):
```
! wB97M-V def2-TZVPD RIJCOSX def2/J DEFGRID3
* xyz 0 1
O 1.056 -2.277 0.838
N -0.689 0.507 0.758
C 0.624 0.310 0.275
C 0.872 0.737 -1.158
C 0.400 -1.437 0.327
C -1.520 -0.537 0.375
H 1.338 0.772 0.974
H -1.819 -0.578 -0.667
H -0.744 0.669 1.747
H 0.605 1.788 -1.306
H 1.928 0.604 -1.402
H 0.290 0.126 -1.852
H -2.340 -0.684 1.093
*
```

Mulliken population analysis, charges in e, atoms 1 to 2: O -0.380; N -0.286

---

3.
ORCA calculation (ωB97M-V/def2-TZVPD) on a molecular structure, C28H24N4O4PRe in a non-equilibrium geometry.

The calculation puts the energy above the lowest of the compared OMol25 structures with the same formula, charge and spin at 193.9 kJ/mol. The calculation puts the lowest unoccupied orbital energy (alpha / beta) at -0.4701 / -0.4547 Eh. The calculation puts the HOMO energy (alpha / beta) at -17.54 / -17.54 eV. As for the frontier orbital gap (alpha / beta): 4.75 / 5.17 eV.

Structure (ORCA input):
```
! wB97M-V def2-TZVPD RIJCOSX def2/J DEFGRID3
* xyz 3 2
Re 0.412 -1.086 0.299
P -0.211 1.221 0.762
O 1.874 -5.302 -6.010
O 2.221 -0.858 -0.351
O 4.271 -1.030 -1.182
O -0.129 -4.919 -5.295
N -3.074 -2.971 1.782
N 1.220 -0.898 2.344
N 1.062 -4.799 -5.302
N -1.411 -1.898 0.836
C 0.824 0.254 3.144
C -3.111 -3.300 0.463
C 0.846 4.911 -0.570
C 1.598 -3.883 -4.246
C 2.541 -2.226 -2.277
C -0.124 2.472 3.293
C -2.975 1.715 1.206
C -2.185 1.363 -1.067
C 2.815 3.526 -0.696
C 1.185 -2.219 -2.591
C 0.718 2.583 0.009
C 1.178 0.319 4.484
C 0.885 1.456 5.225
C -2.079 -2.633 -0.122
C 2.951 -3.902 -3.950
C -1.936 1.466 0.312
C 0.151 1.326 2.547
C 3.423 -3.060 -2.955
C 3.104 -1.296 -1.205
C -2.055 -2.137 1.983
C 0.240 2.529 4.630
C -3.467 1.526 -1.550
C 0.091 3.823 -0.159
C 2.078 2.436 -0.264
C 2.198 4.763 -0.851
C -4.256 1.879 0.704
C -4.506 1.785 -0.662
C 0.703 -3.051 -3.587
H 1.176 1.506 6.265
H -5.512 1.913 -1.031
H -0.613 3.321 2.839
H 1.703 -0.501 4.950
H 0.023 3.409 5.215
H 1.092 -1.758 2.895
H 3.623 -4.553 -4.490
H -1.793 -2.625 -1.158
H -5.068 2.079 1.384
H -0.964 3.943 0.037
H -1.350 1.182 -1.737
H 0.493 -1.512 -2.089
H -3.722 -3.310 2.483
H 3.865 3.407 -0.912
H 2.550 1.470 -0.148
H -3.833 -3.971 0.039
H -3.660 1.455 -2.609
H 2.238 -0.826 2.185
H 0.372 5.878 -0.667
H 2.773 5.608 -1.202
H -0.337 -3.056 -3.877
H -2.784 1.810 2.264
H 4.472 -3.053 -2.700
H -1.815 -1.706 2.936
*
```

Mulliken population analysis, charges in e, atoms 1 to 2: Re 1.190; P 0.359

---

4.
ORCA calculation (ωB97M-V/def2-TZVPD) on 2 unconnected molecules or ions with the total composition C4H6N2O in a non-equilibrium geometry.

The calculation puts the energy above the lowest of the compared OMol25 structures with the same formula, charge and spin at 653.8 kJ/mol. The calculation puts the lowest unoccupied orbital energy at -0.0227 Eh. The calculation puts the HOMO energy at -8.47 eV. As for the frontier orbital gap: 7.85 eV.

Structure (ORCA input):
```
! wB97M-V def2-TZVPD RIJCOSX def2/J DEFGRID3
* xyz 0 1
O -0.324 2.067 -0.093
N 2.137 -0.477 -0.020
N 0.178 0.890 -0.024
C -1.646 -0.729 -0.152
C -0.164 -0.415 0.270
C 1.662 0.651 -0.218
C 0.933 -1.243 0.094
H -1.771 -1.784 -0.546
H 2.431 1.401 -0.159
H 0.901 -2.380 -0.185
H -2.157 0.058 -0.834
H -2.354 -0.817 0.918
H 0.174 2.778 0.950
*
```

Mulliken population analysis, charges in e, atoms 1 to 2: O -0.552; N -0.452

---

Number 1: electronic energy -26984.2298 eV. Number 2: electronic energy -7796.2363 eV. Number 3: electronic energy -54963.3668 eV. Number 4: electronic energy -9266.7260 eV.